DFT (ωB97M-V with the def2-TZVPD basis set) results for a 2-piece molecular cluster, C2H5Cl2NO2 overall at a distorted geometry.

Geometry as XYZ:
```
12
Properties=species:S:1:pos:R:3:forces:R:3
Cl -12.1329 -16.4508 -16.9610 -0.3 0.6 0.2
Cl -10.1391 -18.2096 -17.9567 1.1 0.2 0.0
O -13.5948 -20.0883 -20.1605 -3.2 1.0 -2.2
O -12.6790 -20.1204 -18.1632 -0.1 0.7 4.1
N -12.6826 -20.3560 -19.3687 3.3 -1.2 -2.1
C -11.2004 -16.8620 -18.3926 -0.4 -1.4 0.0
C -11.6270 -21.1500 -19.9902 -0.5 0.4 1.2
H -10.6864 -15.9839 -18.7834 0.0 -0.4 0.1
H -10.7964 -21.2766 -19.2959 0.1 0.1 -0.1
H -12.1011 -22.1186 -20.1485 0.3 -0.4 -0.7
H -11.3517 -20.5990 -20.8895 0.2 -0.5 -0.3
H -11.8542 -17.4147 -19.0674 -0.3 0.9 -0.2
```
Positions in Å, forces in eV/Å.

Calculated values
Net charge = -1
2S+1 = 2
<S²> = 0.753
Kohn-Sham gap (alpha / beta) = 3.45 / 7.15 eV